#A
Density functional theory data (ωB97M-V with the def2-TZVPD basis set) for a cluster of 2 separate species, C11H9BrO2S in total.

Structure (XYZ):
```
24
C11H9BrO2S, DFT ωB97M-V with the def2-TZVPD basis set
C 2.0494 -0.2814 -1.1168
C 0.5415 -0.7372 0.6976
C 1.6657 -1.4486 -1.7393
C 0.1454 -1.9071 0.0840
C -2.2631 2.3057 0.7728
C -2.9572 1.4554 1.5756
C 1.5018 0.0881 0.1124
C 0.7143 -2.2734 -1.1354
C -1.8145 1.5088 -0.3232
C -2.2809 0.2487 -0.0953
C 1.9307 1.3514 0.7825
O -0.6836 -4.4763 -1.1017
O -2.9608 0.2118 1.0453
S 0.2777 -3.7692 -1.9515
Br -0.7861 2.1080 -1.7730
H 2.7814 0.3606 -1.5832
H 0.1041 -0.4564 1.6440
H 2.0954 -1.7376 -2.6862
H -0.5952 -2.5531 0.5301
H -2.0821 3.3526 0.9097
H -3.4779 1.6035 2.5010
H 1.9727 1.2265 1.8628
H 2.9048 1.6710 0.4195
H 1.2165 2.1480 0.5683
```

Frontier orbital gap (alpha / beta): 8.1 / 6.2 eV
E_LUMO (alpha / beta): -1.016 / -1.721 eV
2S+1: 1

---

#B
Density functional theory data (ωB97M-V with the def2-TZVPD basis set) for an isolated molecule of C11H9BrO2S.

Structure (XYZ):
```
24
C11H9BrO2S, DFT ωB97M-V with the def2-TZVPD basis set
C 2.3809 0.4429 -3.4190
C 1.8481 0.6305 -2.0409
C 2.0251 1.5093 -1.0604
C 1.1981 1.3534 0.0833
Br 1.4349 2.4976 1.5190
C 0.1968 0.3594 0.0907
C -0.8047 -0.1272 1.0033
C -0.4314 -0.3430 2.3502
C -1.3529 -0.8114 3.2237
C -2.6945 -1.0361 2.7787
C -3.0144 -0.8321 1.4903
C -2.0883 -0.2572 0.5598
S 0.5361 -0.4955 -1.5435
O -0.6298 -0.3474 -2.4141
O 1.0700 -1.7995 -1.3736
H 2.1246 1.3036 -4.1644
H 2.0479 -0.5906 -3.6795
H 3.4802 0.5770 -3.4027
H 2.7960 2.1627 -0.9709
H 0.5765 -0.0240 2.5812
H -1.2917 -1.2402 4.2032
H -3.1724 -1.6606 3.5550
H -3.9585 -1.1934 1.1872
H -2.2765 -0.0781 -0.5567
```

SMILES: CC1=CC(Br)=C(c2ccccc2)S1(=O)=O
Frontier orbital gap: 8.0 eV
E_LUMO: -0.764 eV
2S+1: 1

---

#C
Density functional theory data (ωB97M-V with the def2-TZVPD basis set) for an isolated molecule of C11H9BrO2S.

Structure (XYZ):
```
24
C11H9BrO2S, DFT ωB97M-V with the def2-TZVPD basis set
C -0.1506 3.2891 1.5328
C 0.9524 2.7249 0.8757
C -1.4016 2.7472 1.3653
C 0.8423 1.6260 0.1709
C -1.5244 1.5904 0.5724
C -0.4277 1.0921 -0.0920
C 1.1167 -1.5190 0.1025
C -0.5991 0.1097 -1.0689
C 0.8611 -2.6542 0.8001
C 0.1122 -1.1014 -0.9713
C 0.3098 -1.8576 -2.2382
O -2.1481 -2.6452 -1.1527
O -0.3687 -3.2861 0.5942
S -1.4272 -2.0797 -0.0792
Br 2.0007 -3.5731 1.8809
H -0.0192 4.0375 2.2080
H 1.9798 3.1685 1.0001
H -2.2311 3.0414 1.9872
H 1.6444 0.9746 -0.2651
H -2.4576 1.2471 0.2355
H 1.8960 -0.9273 0.2983
H -0.0680 -2.8588 -2.2857
H 1.3378 -1.8598 -2.4880
H -0.2300 -1.2863 -2.9828
```

Frontier orbital gap (alpha / beta): 6.8 / 6.8 eV
E_LUMO (alpha / beta): -1.147 / -1.144 eV
2S+1: 1

---

Which one sits at the top of the stability order? #B does.

---

#A
Density functional theory data (ωB97M-V with the def2-TZVPD basis set) for a cluster of 2 separate species, C2H5N4S in total.

Structure (XYZ):
```
12
C2H5N4S, DFT ωB97M-V with the def2-TZVPD basis set
C 0.0398 1.3078 0.1031
C -1.5998 -1.2743 -0.1833
N 1.0430 -0.4682 0.8941
N 1.2725 1.1006 -0.6798
N -0.0241 0.1348 0.9964
N 1.8391 0.1038 -0.0628
S 3.2723 -0.5715 -0.3355
H 0.0079 2.2639 0.8378
H -0.6918 1.5605 -0.6589
H -1.4209 -1.0311 -1.1569
H -1.1891 -2.2241 0.3156
H -2.5488 -0.9022 -0.0699
```

Frontier orbital gap (alpha / beta): 5.9 / 7.6 eV
E_LUMO (alpha / beta): 3.739 / 4.079 eV
Total charge: -1
2S+1: 1

---

#B
Density functional theory data (ωB97M-V with the def2-TZVPD basis set) for a cluster of 2 separate species, C2H5N4S in total.

Structure (XYZ):
```
12
C2H5N4S, DFT ωB97M-V with the def2-TZVPD basis set
C -0.1017 0.5247 0.9498
C -1.2299 0.8156 -1.1032
N 1.2767 -0.8797 0.2273
N 1.0437 -2.7377 1.6738
N -1.0908 0.3251 0.2064
N 1.2832 -1.9239 0.8672
S 2.3238 -0.3369 -0.9201
H -0.2497 0.0142 1.8964
H 0.7629 1.2284 0.7483
H -1.0724 0.2041 -1.9294
H -2.3679 1.1760 -1.4029
H -0.5779 1.5900 -1.2136
```

Frontier orbital gap: 6.7 eV
E_LUMO: 3.958 eV
Total charge: -1
2S+1: 1

---

Which one sits at the top of the stability order? #B does.

---

#A
Density functional theory data (ωB97M-V with the def2-TZVPD basis set) for an isolated molecule of C5H4O.

Structure (XYZ):
```
10
C5H4O, DFT ωB97M-V with the def2-TZVPD basis set
O 0.8853 2.1589 0.4529
C 0.5341 1.0502 0.0708
C 1.1706 -0.1423 -0.7765
C 0.1215 -1.0342 -0.5494
C -1.1647 -0.6246 0.3345
C -0.9040 0.7096 0.4952
H 2.2331 -0.1092 -1.2039
H 0.2170 -2.1121 -0.9159
H -1.9127 -1.2902 0.5537
H -1.1802 1.3940 1.5385
```

SMILES: O=C1C=CC=C1
Frontier orbital gap: 8.9 eV
E_LUMO: -0.705 eV
2S+1: 1

---

#B
Density functional theory data (ωB97M-V with the def2-TZVPD basis set) for an isolated molecule of C5H4O.

Structure (XYZ):
```
10
C5H4O, DFT ωB97M-V with the def2-TZVPD basis set
C -1.3219 -0.2160 0.0283
C -2.5858 -0.1978 -0.0883
C -0.3624 0.8124 -0.4007
C 0.6152 -1.0423 0.5421
C 0.9547 0.1863 -0.0575
O 1.2685 -1.1459 -0.6053
H -0.5893 0.9100 -1.3983
H -0.6066 1.5793 0.3583
H 0.8096 -1.7324 1.4504
H 1.8179 0.8464 0.1709
```

Frontier orbital gap (alpha / beta): 8.1 / 8.1 eV
E_LUMO (alpha / beta): -1.283 / -1.282 eV
2S+1: 1

---

#C
Density functional theory data (ωB97M-V with the def2-TZVPD basis set) for an isolated molecule of C5H4O.

Structure (XYZ):
```
10
C5H4O, DFT ωB97M-V with the def2-TZVPD basis set
C -0.8995 -0.6918 0.0349
C 0.2425 -1.2075 0.0280
C 1.2015 0.9391 0.1308
C 1.4997 -0.4819 0.0636
C -1.7983 0.2108 0.0568
O 0.2158 1.5484 -0.0515
H 1.8308 -0.5911 -1.0249
H 2.2700 -0.7389 0.7031
H -2.0434 0.7371 -0.8030
H -2.5192 0.2757 0.8620
```

Frontier orbital gap (alpha / beta): 7.5 / 8.2 eV
E_LUMO (alpha / beta): -0.640 / -0.154 eV
2S+1: 1

---

Which one sits at the top of the stability order? #A does.

---

#A
Density functional theory data (ωB97M-V with the def2-TZVPD basis set) for a cluster of 2 separate species, C2H8N2O3S in total.

Structure (XYZ):
```
16
C2H8N2O3S, DFT ωB97M-V with the def2-TZVPD basis set
N 2.7476 1.4386 0.5151
S 2.4394 -0.1135 0.2749
O 3.6112 -0.8808 0.3926
O 1.3019 -0.4621 1.0968
O 2.0347 -0.0563 -1.1994
H 2.9153 1.7608 1.4076
H 3.4098 1.8133 -0.2611
H 1.1100 -0.1146 -1.0838
C -1.1312 0.4720 -0.3046
N -0.5732 -0.2917 -1.1094
C -0.8495 -1.7105 -1.0624
H -0.8596 1.4414 -0.1394
H -1.8587 0.1682 0.5049
H -1.8314 -1.8938 -0.5720
H -0.7443 -2.1077 -2.0770
H -0.0500 -2.1714 -0.3468
```

SMILES: NS(=O)(=O)O.C=NC
Frontier orbital gap: 11.0 eV
E_LUMO: 0.588 eV
2S+1: 1

---

#B
Density functional theory data (ωB97M-V with the def2-TZVPD basis set) for an isolated molecule of C2H8N2O3S.

Structure (XYZ):
```
16
C2H8N2O3S, DFT ωB97M-V with the def2-TZVPD basis set
C 0.8880 -0.6858 -0.4274
N -0.0969 0.2379 -0.0915
C 0.3502 1.6283 0.0630
O -1.1030 0.2001 -1.0662
S -2.6714 0.1527 -0.1461
N -2.5966 -1.1708 0.7816
O -2.7572 1.2388 0.7295
O -3.5619 0.0103 -1.2702
H 1.7941 -0.2971 -0.8494
H 1.3707 -0.9983 0.4480
H 0.6255 -1.5493 -0.9190
H -0.3602 2.1370 0.5618
H 1.3940 1.5713 0.5012
H 0.6017 2.1494 -0.9079
H -2.9204 -1.0751 1.7334
H -2.8142 -2.0376 0.2645
```

SMILES: CN(C)OS(N)(=O)=O
Frontier orbital gap: 9.3 eV
E_LUMO: 0.414 eV
2S+1: 1

---

Which one sits at the top of the stability order? #A does.